{"formula": "C2H10N2O3P", "method": "ωB97M-V/def2-TZVPD", "e_homo_ev": -13.1, "orbital_gap_ev": 9.69, "relative_energy_kj_mol": 91.8, "smiles": "NC[C@@H]([NH3+])OP(O)O", "fmax_ev_per_a": 3.60, "total_charge": 1, "symbols": ["O", "O", "N", "H", "N", "H", "H", "O", "P", "C", "H", "H", "H", "H", "C", "H", "H", "H"], "positions_angstrom": [[0.77175, 0.68537, -0.78596], [2.67772, -0.76012, -0.49833], [0.18407, -1.50272, 0.01334], [3.60037, -0.70688, -0.52255], [-1.70185, 1.81447, -0.48624], [-2.52152, 2.07012, -1.03064], [2.52080, 1.63406, 1.64990], [2.27016, 0.83423, 1.21533], [2.38987, 0.81733, -0.43685], [-1.57863, 0.31728, -0.47802], [-0.66462, -2.16253, 0.39077], [-2.49683, -0.00325, 0.03288], [-1.63025, 0.07519, -1.57984], [0.02008, 0.38274, 1.08527], [-0.15831, 0.02679, 0.10710], [1.13141, -1.69450, 0.58184], [-1.88735, 2.26275, 0.41882], [0.45540, -1.65389, -0.95262]], "forces_ev_per_angstrom": [[-0.7, -0.9, 0.9], [-1.3, -0.7, -0.3], [-0.2, -0.8, 3.3], [2.9, -1.2, -0.2], [-0.1, 0.1, 0.1], [0.3, -0.1, -0.2], [0.3, 1.0, 0.4], [-0.2, -0.7, -0.8], [-1.8, 1.4, 1.0], [-0.2, 2.3, -0.6], [2.7, 1.9, -1.4], [0.8, -1.2, 0.2], [0.3, -0.3, 1.3], [-0.1, 0.0, 1.2], [-0.1, 0.0, -3.0], [-2.6, 0.4, -1.4], [0.3, -0.7, -0.1], [-0.3, -0.4, -0.4]]}